{
  "formula": "C5H8N3",
  "method": "ωB97M-V/def2-TZVPD",
  "homo_lumo_gap_ha": 0.28939,
  "lumo_energy_ev": -6.068,
  "e_tot_ha": -359.05881,
  "total_charge": 1,
  "homo_ev": -13.94,
  "species": ["C", "C", "C", "C", "C", "N", "N", "N", "H", "H", "H", "H", "H", "H", "H", "H"],
  "xyz": [[1.537527, 1.270475, -2.832931], [1.427938, 1.278151, -1.512813], [-0.233201, -0.338978, -0.988694], [-1.077213, -0.875331, 0.076118], [0.572885, 1.110412, 0.723003], [0.360747, -0.641815, -3.277172], [0.597914, 0.631598, -0.663359], [-0.097346, -1.006942, -2.229779], [2.208828, 1.997643, -1.138195], [-0.567934, -1.659317, 0.603464], [-1.826812, -1.326706, -0.517558], [-1.513793, -0.180742, 0.734488], [-0.471629, 1.061560, 1.079130], [1.136779, 0.467004, 1.378888], [1.027958, 2.020925, 0.662448], [-0.749987, -1.902116, -2.252506]],
  "forces_ev_per_angstrom": [[-0.42, -1.26, -1.43], [1.88, 1.19, -0.71], [2.70, 1.96, 1.83], [-0.07, -1.33, -1.86], [-1.57, -1.89, 0.22], [2.00, 2.44, -0.59], [-1.80, -1.86, 0.15], [-3.49, -2.42, 0.57], [-0.97, -0.64, 0.06], [0.32, -0.40, 0.51], [-1.52, -0.95, 0.01], [-0.53, 0.64, 0.53], [0.99, 1.03, -0.08], [0.39, -0.45, -0.01], [0.70, 2.66, 0.49], [1.39, 1.27, 0.35]]
}

{
  "formula": "C5H8N3O",
  "method": "ωB97M-V/def2-TZVPD",
  "homo_lumo_gap_ha": 0.30856,
  "lumo_energy_ev": -5.714,
  "smiles": "C[NH+](C)C1=CN=NC1=O",
  "e_tot_ha": -434.42682,
  "total_charge": 1,
  "homo_ev": -14.11,
  "species": ["C", "C", "C", "C", "C", "N", "N", "N", "O", "H", "H", "H", "H", "H", "H", "H", "H"],
  "xyz": [[-1.985978, -1.791032, -0.393425], [-1.469041, -0.589689, -0.543449], [-2.849925, 0.283603, -1.092776], [-0.269770, 1.358803, 0.200025], [0.832925, -0.803428, 0.321796], [-3.433883, -1.794707, -0.734595], [-3.878330, -0.733918, -1.152626], [-0.179155, 0.030171, -0.328144], [-2.969306, 1.380804, -1.402862], [-1.605451, -2.749541, -0.038705], [-0.224681, 1.248734, 1.274548], [0.390077, 2.189755, -0.153948], [-1.252537, 1.829649, -0.128765], [0.922239, -1.703204, -0.337104], [1.779578, -0.218559, 0.313641], [0.635691, -1.091145, 1.377902], [0.264707, 0.121732, -1.395662]],
  "forces_ev_per_angstrom": [[0.69, 0.26, 0.48], [-2.78, 0.80, -0.34], [2.23, -2.92, 0.66], [-2.10, 3.70, 0.47], [1.62, -1.31, 0.18], [-0.23, -0.80, -0.27], [0.06, -0.33, 0.51], [1.44, -0.66, -5.18], [0.01, 2.68, -0.55], [-0.04, 0.40, -0.19], [-0.10, 0.39, 0.26], [0.47, -1.59, 0.11], [1.04, -0.91, 0.81], [0.21, 0.58, 0.89], [-0.59, -0.53, -0.08], [-0.44, 0.36, -0.84], [-1.49, -0.13, 3.07]]
}

{
  "formula": "C5H8N3O2",
  "method": "ωB97M-V/def2-TZVPD",
  "homo_lumo_gap_ha": [0.17322, 0.25705],
  "lumo_energy_ev": [3.330, 3.601],
  "e_tot_ha": -509.82528,
  "total_charge": -1,
  "homo_ev": [-1.38, -3.39],
  "species": ["C", "C", "C", "C", "C", "N", "N", "N", "O", "O", "H", "H", "H", "H", "H", "H", "H", "H"],
  "xyz": [[3.321536, 0.733503, -0.298643], [0.274852, 0.474296, 0.854331], [1.090496, 1.608238, -0.294894], [0.105026, -0.850890, 0.374594], [-1.033787, -1.301042, -0.436852], [2.364936, 1.405532, -0.505349], [4.291097, 0.085409, -0.618882], [5.334536, -0.406217, 0.022725], [5.662209, 0.256199, 1.073967], [5.861604, -1.409898, -0.533010], [1.001091, 0.374374, 1.638216], [-0.641696, 0.901427, 1.170101], [0.498111, 1.468149, -1.180569], [0.888497, 2.611884, 0.027666], [1.100731, -1.274926, 0.213407], [-0.800676, -1.274949, -1.544185], [-2.003541, -0.719594, -0.356380], [-1.288137, -2.352679, -0.334159]],
  "forces_ev_per_angstrom": [[-1.14, -0.64, 1.23], [1.15, 0.10, -0.78], [-4.07, -0.30, 1.25], [0.80, 0.00, -0.31], [-1.03, 0.17, -1.95], [1.84, 1.34, -0.70], [2.37, -1.90, -1.91], [-0.86, 1.20, 0.34], [0.75, -1.41, -0.65], [0.53, 0.56, 1.18], [0.55, 0.75, 0.67], [-0.86, 0.96, 0.30], [-0.33, -0.25, -0.63], [-0.23, 0.65, 0.60], [-0.45, -0.79, -0.04], [-0.09, 0.26, 0.61], [1.15, -0.41, 0.32], [-0.07, -0.27, 0.47]]
}

{
  "formula": "C5H8N3O2",
  "method": "ωB97M-V/def2-TZVPD",
  "homo_lumo_gap_ha": 0.22454,
  "lumo_energy_ev": 3.601,
  "smiles": "CN(C)NC(=O)NC#C[O-]",
  "e_tot_ha": -509.99699,
  "total_charge": -1,
  "homo_ev": -2.51,
  "species": ["C", "C", "C", "C", "C", "N", "N", "N", "O", "O", "H", "H", "H", "H", "H", "H", "H", "H"],
  "xyz": [[3.172131, -0.054382, -1.102578], [4.022918, 0.642850, -1.652535], [1.529542, -1.717933, -0.392484], [-0.933184, 0.119776, -0.788246], [-0.476284, 0.507944, 1.499841], [2.774732, -1.414528, -0.876416], [1.028332, -0.673154, 0.252223], [-0.367611, -0.380306, 0.362754], [4.570683, 1.634721, -2.008695], [1.048639, -2.853818, -0.477825], [1.627141, 0.164742, -0.080971], [-0.974885, -0.542546, -1.692460], [-2.025160, 0.418547, -0.551182], [-0.378964, 0.938576, -1.164680], [0.294433, 0.286104, 2.240323], [-0.212521, 1.538393, 1.103916], [-1.473734, 0.518744, 1.736133], [3.410754, -2.227314, -1.256690]],
  "forces_ev_per_angstrom": [[-1.83, -3.38, 1.32], [-0.41, 1.10, 0.22], [1.13, -2.83, -1.02], [-2.98, 0.17, -2.19], [2.43, 1.46, -2.26], [2.45, -1.12, -1.60], [-0.76, 3.60, 0.10], [2.17, -2.87, 2.34], [2.08, 1.47, -1.29], [-0.15, 0.31, 0.06], [-0.83, -0.71, 0.60], [0.05, -0.20, 1.19], [1.65, -0.26, -0.49], [0.51, 1.75, -0.38], [-0.73, -0.36, 0.15], [-0.19, -0.39, 0.63], [-2.30, 0.12, 1.49], [-2.28, 2.15, 1.13]]
}

{
  "formula": "C5H8N3OP",
  "method": "ωB97M-V/def2-TZVPD",
  "homo_lumo_gap_ha": 0.30023,
  "lumo_energy_ev": -0.349,
  "smiles": "Cc1cp(N)c(=O)nc1N",
  "e_tot_ha": -776.14765,
  "homo_ev": -8.52,
  "species": ["C", "C", "C", "C", "C", "N", "N", "N", "O", "P", "H", "H", "H", "H", "H", "H", "H", "H"],
  "xyz": [[0.622547, 0.903052, -0.298164], [-0.355001, -0.096906, -0.234131], [0.075261, -1.480829, -0.128083], [2.333436, -0.982389, 0.195042], [-1.783459, 0.278924, -0.071702], [1.274663, -1.838878, 0.257026], [-0.812030, -2.386504, -0.374666], [3.378875, 1.478507, 0.106977], [3.411911, -1.288378, 0.898847], [2.310744, 0.461349, -0.799143], [0.373444, 1.951632, -0.389240], [-2.317249, -0.210511, -1.053807], [-1.917604, 1.406907, -0.119970], [-2.278210, -0.106310, 0.884682], [-1.763857, -2.178010, -0.319498], [-0.543946, -3.409686, -0.317067], [3.832922, 0.716038, 0.502904], [4.047784, 1.925984, -0.541739]],
  "forces_ev_per_angstrom": [[-1.36, -2.29, -0.78], [2.17, 3.70, 0.97], [2.43, 1.56, 0.60], [3.97, -3.33, 4.35], [-2.07, -0.42, -1.69], [0.11, -0.11, -0.83], [-0.28, -4.42, -0.30], [-1.03, 1.26, -2.12], [-3.93, 1.71, -3.04], [-0.71, 1.70, -0.93], [-0.33, 0.03, 0.18], [0.61, 1.31, 2.45], [0.11, -1.55, 0.01], [0.66, 0.37, -1.35], [-1.45, 0.31, -0.15], [-0.35, 2.01, 0.06], [1.98, -1.52, 2.05], [-0.55, -0.32, 0.51]]
}

{
  "formula": "C5H8N3OS",
  "method": "ωB97M-V/def2-TZVPD",
  "homo_lumo_gap_ha": 0.31909,
  "lumo_energy_ev": -4.377,
  "e_tot_ha": -832.69122,
  "total_charge": 1,
  "homo_ev": -13.06,
  "species": ["C", "C", "C", "C", "C", "N", "N", "N", "O", "S", "H", "H", "H", "H", "H", "H", "H", "H"],
  "xyz": [[2.407268, -0.293430, -1.824879], [0.664936, 0.262994, -0.340614], [0.647870, -1.111188, -0.729393], [-0.403403, 1.042641, 0.512176], [-0.200783, -2.194574, -0.197698], [1.663513, -1.316784, -1.587511], [0.031033, 2.181109, 0.994992], [-1.545119, 0.505308, 0.824014], [-2.144972, 1.093998, 1.972091], [1.933393, 1.212838, -1.024984], [3.351380, -0.418175, -2.440064], [-0.732751, -1.962177, 0.793949], [-1.002946, -2.366510, -0.936962], [0.379468, -3.147752, -0.231938], [0.852141, 2.729193, 0.624989], [-0.490387, 2.781903, 1.648818], [-2.261090, 0.048560, 0.145158], [-3.149551, 0.952047, 1.797856]],
  "forces_ev_per_angstrom": [[1.35, 0.28, -0.59], [-3.32, 0.33, 1.01], [0.50, 3.63, 1.17], [4.18, -1.21, -2.49], [-1.13, -0.73, 0.08], [0.55, -1.03, -0.31], [0.40, 2.70, 0.93], [-3.10, -0.99, 0.08], [-2.57, -0.61, -1.46], [0.09, -2.03, -0.79], [-1.38, 0.61, 0.79], [1.26, -0.46, -1.41], [0.07, -0.02, 0.22], [-0.43, 0.78, 0.53], [-1.02, -1.68, 0.49], [-0.17, -0.90, -0.52], [2.41, 0.76, 1.47], [2.33, 0.60, 0.79]]
}

{
  "formula": "C5H8N4O",
  "method": "ωB97M-V/def2-TZVPD",
  "homo_lumo_gap_ha": 0.29709,
  "lumo_energy_ev": 0.329,
  "smiles": "CNc1cnc(C(N)=O)[nH]1",
  "e_tot_ha": -489.54968,
  "homo_ev": -7.76,
  "species": ["C", "N", "C", "C", "N", "C", "N", "C", "N", "H", "H", "H", "H", "H", "H", "O", "H", "H"],
  "xyz": [[-3.886178, -0.027667, -0.112790], [-2.666815, -0.779235, 0.094517], [-1.483869, -0.094197, 0.135421], [-1.197274, 1.266090, 0.089398], [0.156848, 1.446292, 0.112564], [0.694431, 0.261039, 0.296052], [-0.276252, -0.714086, 0.254067], [2.139749, -0.038929, 0.355036], [2.703431, -0.695478, -0.680173], [-3.899028, 0.500937, -1.081966], [-4.737608, -0.715824, -0.074029], [-4.009724, 0.714674, 0.688298], [-2.629769, -1.681514, -0.362403], [-1.894138, 2.087887, -0.049895], [-0.144630, -1.717195, 0.242836], [2.952744, 0.795241, 0.822608], [2.466323, -1.675295, -0.764446], [3.705764, -0.159641, -0.696870]],
  "forces_ev_per_angstrom": [[-0.17, 0.14, -0.14], [-0.38, -0.66, 0.23], [0.28, 1.17, -0.25], [-0.40, -0.79, -0.61], [0.78, -0.30, 1.23], [-1.00, -0.21, 0.11], [-0.12, -0.52, 0.15], [2.38, 4.96, -0.76], [2.10, -0.13, -0.50], [-0.02, -0.08, 0.23], [0.20, 0.18, 0.00], [0.07, -0.22, -0.20], [-0.06, 0.26, 0.04], [0.27, -0.25, 0.06], [0.03, 0.31, 0.22], [-2.15, -0.92, 1.07], [0.76, -0.03, -0.68], [-2.56, -2.91, -0.20]]
}

{
  "formula": "C5H8N4O",
  "method": "ωB97M-V/def2-TZVPD",
  "homo_lumo_gap_ha": [0.29680, 0.25601],
  "lumo_energy_ev": [0.296, -0.354],
  "e_tot_ha": -489.42867,
  "homo_ev": [-7.78, -7.32],
  "species": ["C", "C", "C", "C", "C", "N", "N", "N", "N", "O", "H", "H", "H", "H", "H", "H", "H", "H"],
  "xyz": [[-2.147761, -0.168605, -0.710165], [1.609050, 0.895340, -0.925725], [1.618927, -0.473279, -1.376043], [0.285247, 0.582519, 2.063999], [-0.524464, 0.850227, 0.848246], [-2.319933, -1.389551, -1.154211], [-1.429113, -2.146398, -0.543628], [-0.703523, -1.460096, 0.258152], [-1.124986, -0.179337, 0.196115], [2.162801, 1.927075, -0.985856], [-2.699437, 0.699278, -0.999208], [0.999547, -0.537150, -2.274517], [1.158648, -1.135860, -0.628691], [2.627406, -0.820831, -1.610227], [0.914633, -0.295393, 1.924730], [0.905050, 1.445051, 2.295562], [-0.358094, 0.389577, 2.928945], [-0.973996, 1.817436, 0.692523]],
  "forces_ev_per_angstrom": [[0.62, -0.18, 0.54], [-1.51, 1.56, 1.54], [0.44, -1.05, -0.37], [-0.10, -0.13, -0.01], [1.50, 0.89, -0.06], [-0.75, 0.56, -0.57], [0.34, -0.70, 0.14], [0.30, 0.21, 0.84], [-1.50, -1.11, -1.30], [0.43, -0.62, -0.44], [-0.11, 0.25, -0.02], [-0.01, 0.04, -0.01], [0.25, 0.29, -0.23], [0.10, 0.01, -0.11], [0.04, 0.03, 0.07], [0.04, 0.02, -0.02], [-0.01, -0.05, 0.09], [-0.10, -0.01, -0.08]]
}

What did the seventh record say?
{
  "formula": "C5H8N4O",
  "method": "ωB97M-V/def2-TZVPD",
  "homo_lumo_gap_ha": 0.29709,
  "lumo_energy_ev": 0.329,
  "smiles": "CNc1cnc(C(N)=O)[nH]1",
  "e_tot_ha": -489.54968,
  "homo_ev": -7.76,
  "species": ["C", "N", "C", "C", "N", "C", "N", "C", "N", "H", "H", "H", "H", "H", "H", "O", "H", "H"],
  "xyz": [[-3.886178, -0.027667, -0.112790], [-2.666815, -0.779235, 0.094517], [-1.483869, -0.094197, 0.135421], [-1.197274, 1.266090, 0.089398], [0.156848, 1.446292, 0.112564], [0.694431, 0.261039, 0.296052], [-0.276252, -0.714086, 0.254067], [2.139749, -0.038929, 0.355036], [2.703431, -0.695478, -0.680173], [-3.899028, 0.500937, -1.081966], [-4.737608, -0.715824, -0.074029], [-4.009724, 0.714674, 0.688298], [-2.629769, -1.681514, -0.362403], [-1.894138, 2.087887, -0.049895], [-0.144630, -1.717195, 0.242836], [2.952744, 0.795241, 0.822608], [2.466323, -1.675295, -0.764446], [3.705764, -0.159641, -0.696870]],
  "forces_ev_per_angstrom": [[-0.17, 0.14, -0.14], [-0.38, -0.66, 0.23], [0.28, 1.17, -0.25], [-0.40, -0.79, -0.61], [0.78, -0.30, 1.23], [-1.00, -0.21, 0.11], [-0.12, -0.52, 0.15], [2.38, 4.96, -0.76], [2.10, -0.13, -0.50], [-0.02, -0.08, 0.23], [0.20, 0.18, 0.00], [0.07, -0.22, -0.20], [-0.06, 0.26, 0.04], [0.27, -0.25, 0.06], [0.03, 0.31, 0.22], [-2.15, -0.92, 1.07], [0.76, -0.03, -0.68], [-2.56, -2.91, -0.20]]
}

What did the eighth record say?
{
  "formula": "C5H8N4O",
  "method": "ωB97M-V/def2-TZVPD",
  "homo_lumo_gap_ha": [0.29680, 0.25601],
  "lumo_energy_ev": [0.296, -0.354],
  "e_tot_ha": -489.42867,
  "homo_ev": [-7.78, -7.32],
  "species": ["C", "C", "C", "C", "C", "N", "N", "N", "N", "O", "H", "H", "H", "H", "H", "H", "H", "H"],
  "xyz": [[-2.147761, -0.168605, -0.710165], [1.609050, 0.895340, -0.925725], [1.618927, -0.473279, -1.376043], [0.285247, 0.582519, 2.063999], [-0.524464, 0.850227, 0.848246], [-2.319933, -1.389551, -1.154211], [-1.429113, -2.146398, -0.543628], [-0.703523, -1.460096, 0.258152], [-1.124986, -0.179337, 0.196115], [2.162801, 1.927075, -0.985856], [-2.699437, 0.699278, -0.999208], [0.999547, -0.537150, -2.274517], [1.158648, -1.135860, -0.628691], [2.627406, -0.820831, -1.610227], [0.914633, -0.295393, 1.924730], [0.905050, 1.445051, 2.295562], [-0.358094, 0.389577, 2.928945], [-0.973996, 1.817436, 0.692523]],
  "forces_ev_per_angstrom": [[0.62, -0.18, 0.54], [-1.51, 1.56, 1.54], [0.44, -1.05, -0.37], [-0.10, -0.13, -0.01], [1.50, 0.89, -0.06], [-0.75, 0.56, -0.57], [0.34, -0.70, 0.14], [0.30, 0.21, 0.84], [-1.50, -1.11, -1.30], [0.43, -0.62, -0.44], [-0.11, 0.25, -0.02], [-0.01, 0.04, -0.01], [0.25, 0.29, -0.23], [0.10, 0.01, -0.11], [0.04, 0.03, 0.07], [0.04, 0.02, -0.02], [-0.01, -0.05, 0.09], [-0.10, -0.01, -0.08]]
}